1) DFT (wB97M-V/def2-TZVPD) results for a cluster of 3 separate species, C2H9O2S in total.

## Properties
Total charge: -1

Last column: Mulliken charge in e.
Element x y z (Å)
C  -1.11442  -2.03394  -1.62199  -1.180
C  -0.45159  -0.67754  -1.28500  -0.380
S  -0.87859  -0.00057  0.46705  -0.725
H  -0.87610  -2.59463  -2.50966  0.362
H  -2.26322  -2.05630  -1.58729  0.238
H  -0.83264  -2.67459  -0.81361  0.315
H  -0.90518  0.01044  -2.00509  0.294
H  0.60534  -0.84449  -1.30327  0.263
H  2.21982  1.57024  -1.14533  0.286
H  0.82384  1.51797  -0.53723  0.219
O  1.59665  2.14026  -0.90966  -0.665
H  1.26095  0.93666  1.94706  0.348
H  0.81666  -0.36622  2.43314  0.310
O  1.22886  0.45710  2.84597  -0.685


2) DFT (wB97M-V/def2-TZVPD) results for a cluster of 3 separate species, C2H9O2S in total.

## Properties
Total charge: -1

Last column: Mulliken charge in e.
Element x y z (Å)
C  -0.08913  -2.12682  0.26803  -0.826
C  -0.45928  -0.73436  0.85882  -0.700
S  0.13764  0.64392  -0.19740  -0.694
H  -0.65524  -2.19077  -0.66160  0.219
H  0.98432  -2.24619  0.14935  0.263
H  -0.45172  -2.85606  1.01460  0.288
H  -1.55589  -0.78229  0.93567  0.279
H  -0.05395  -0.73957  1.87332  0.303
H  2.59463  1.84551  1.32847  0.329
H  2.52594  0.49302  0.69509  0.295
O  3.12361  1.04466  1.21699  -0.651
H  -3.34786  -0.03155  -1.41396  0.288
H  -1.92674  0.19973  -1.52617  0.256
O  -2.76499  0.54282  -1.93512  -0.649


3) DFT (wB97M-V/def2-TZVPD) results for a cluster of 3 separate species, C2H9O2S in total.

## Properties
Total charge: -1

Last column: Mulliken charge in e.
Element x y z (Å)
C  0.07706  -1.20718  1.52053  -1.005
C  0.15622  -0.79341  0.05747  -0.562
S  1.12319  0.76948  -0.34860  -0.701
H  -0.73856  -1.96667  1.73166  0.291
H  -0.14092  -0.34581  2.16204  0.286
H  1.07466  -1.65299  1.86562  0.232
H  -0.87996  -0.50836  -0.20027  0.299
H  0.46126  -1.65216  -0.54609  0.367
H  0.03716  3.07860  1.61739  0.286
H  -0.01649  2.14077  0.42832  0.245
O  -0.60185  2.67316  1.02399  -0.657
H  -0.29351  0.43490  -3.52741  0.315
H  -0.03302  -0.45571  -2.42872  0.288
O  -0.22525  -0.51461  -3.35593  -0.684


4) DFT (wB97M-V/def2-TZVPD) results for a cluster of 3 separate species, C2H9O2S in total.

## Properties
Total charge: -1

Last column: Mulliken charge in e.
Element x y z (Å)
C  0.13613  -2.80135  -0.74538  -0.972
C  0.32328  -1.29566  -0.85346  -0.514
S  -0.97182  -0.23871  -0.11821  -0.717
H  0.95588  -3.27375  -1.28399  0.324
H  -0.81450  -3.04453  -1.22023  0.239
H  0.10331  -3.16894  0.27866  0.271
H  0.37972  -1.06446  -1.92855  0.190
H  1.30023  -0.92237  -0.52394  0.223
H  -1.86429  2.45130  -0.70289  0.319
H  -2.14867  3.36074  -1.85004  0.292
O  -1.76587  3.37405  -0.96857  -0.645
H  2.23736  0.95482  2.14785  0.349
H  3.01064  -0.19939  2.85781  0.312
O  3.04208  0.73477  2.63528  -0.671


Decreasing stability: 2), 3), 4), 1)


1) DFT (wB97M-V/def2-TZVPD) results for an isolated molecule of C2H2FN3O.

## Properties
SMILES: Oc1nn[nH]c1F

Last column: Mulliken charge in e.
Element x y z (Å)
C  -0.67867  -0.30012  0.02881  0.397
C  0.62559  -0.59485  -0.02695  0.285
H  -2.50428  -0.42501  0.13298  0.368
H  2.22864  0.85519  -0.06613  0.243
N  -0.81106  1.05541  -0.02180  -0.194
N  0.34373  1.59850  -0.00518  -0.559
N  1.25937  0.60773  -0.00131  0.240
O  -1.80233  -1.06632  -0.04021  -0.504
F  1.33901  -1.73052  -0.00022  -0.275


2) DFT (wB97M-V/def2-TZVPD) results for an isolated molecule of C2H2FN3O.

Last column: Mulliken charge in e.
Element x y z (Å)
C  1.46319  -0.01437  -0.36875  -0.014
C  -0.80128  1.54774  -0.86155  0.503
N  1.69049  1.14939  -0.41921  0.253
N  0.11598  2.27110  -1.31746  -0.028
N  1.41529  2.29026  -1.01736  -0.695
O  -0.76750  0.50149  0.03986  -0.469
F  -1.99607  1.68303  -1.48914  -0.241
H  1.33213  -0.98094  0.00220  0.370
H  -1.67312  0.44886  0.27642  0.321


3) DFT (wB97M-V/def2-TZVPD) results for an isolated molecule of C2H2FN3O.

## Properties
SMILES: OC1=NN=N[C@@H]1F

Last column: Mulliken charge in e.
Element x y z (Å)
C  1.39816  0.01026  -0.19643  0.511
C  0.00903  0.61071  -0.17492  0.243
N  2.18858  1.03140  0.46501  -0.166
N  0.09072  1.63786  0.65180  -0.321
N  1.39280  1.79331  1.07229  -0.190
O  -1.06106  0.07289  -0.66596  -0.456
F  1.89803  -0.52519  -1.28925  -0.238
H  1.14104  -0.78124  0.72867  0.219
H  -1.85285  0.58331  -0.33632  0.396


Decreasing stability: 1), 3), 2)


1) DFT (wB97M-V/def2-TZVPD) results for an isolated molecule of CH2F2N2O.

Last column: Mulliken charge in e.
Element x y z (Å)
C  -2.37182  0.07582  0.08531  0.903
N  -1.19186  0.68215  -0.46974  -0.228
N  -0.07686  0.14745  -0.21424  -0.083
O  -2.28183  0.89635  1.05378  -0.544
F  -3.43324  0.10421  -0.73387  -0.255
F  -2.19311  -1.26423  0.35881  -0.302
H  0.00368  -0.81683  0.11670  0.252
H  0.72892  0.75584  -0.12113  0.258


2) DFT (wB97M-V/def2-TZVPD) results for a cluster of 2 separate species, CH2F2N2O in total.

Last column: Mulliken charge in e.
Element x y z (Å)
C  -1.85710  0.31812  0.12673  -0.095
N  0.83925  0.00596  -0.92249  -0.398
N  1.71533  -0.25315  -0.27021  0.743
O  -0.96527  0.01598  0.86155  -0.377
F  2.70750  0.57778  0.30796  -0.196
F  2.18144  -1.50985  0.13207  -0.176
H  -2.00425  -0.22067  -0.83278  0.256
H  -2.61690  1.06583  0.59717  0.243


Decreasing stability: 1), 2)


1) DFT (wB97M-V/def2-TZVPD) results for an isolated molecule of C5H5Cl.

## Properties
SMILES: ClC1C=CC=C1

Last column: Mulliken charge in e.
Element x y z (Å)
C  0.03009  0.53043  0.96587  0.175
C  0.06607  -0.98313  0.66800  -0.522
C  0.16404  -1.17948  -0.67128  -0.323
C  0.00307  0.14706  -1.33537  -0.334
C  0.03051  1.10591  -0.44814  -0.610
H  0.92563  0.75957  1.54541  0.292
H  0.10007  -1.71557  1.49571  0.348
H  0.26725  -2.16081  -1.14693  0.380
H  -0.13938  0.21344  -2.38811  0.419
H  -0.06045  2.16933  -0.62197  0.377
Cl  -1.38690  1.11325  1.93682  -0.202


2) DFT (wB97M-V/def2-TZVPD) results for a cluster of 2 separate species, C5H5Cl in total.

## Properties
SMILES: C#CCl.C#CC

Last column: Mulliken charge in e.
Element x y z (Å)
C  1.56363  2.03520  -0.42537  -0.339
C  0.83630  2.83507  -0.99261  0.115
C  -0.53588  -0.17371  1.51119  -0.118
C  -0.55223  -1.15378  0.82807  -0.147
C  -0.65970  -2.33944  -0.03329  -1.005
Cl  -0.18125  3.72317  -1.97705  -0.122
H  -0.63774  0.77794  1.93106  0.441
H  2.46737  1.79678  0.05048  0.341
H  0.22285  -2.75613  -0.32871  0.335
H  -1.14375  -1.81688  -1.00063  0.217
H  -1.37960  -2.92823  0.43688  0.281


Decreasing stability: 1), 2)


1) DFT (wB97M-V/def2-TZVPD) results for a cluster of 6 separate species, C16H18Cl8F2 in total.

## Properties
SMILES: Fc1ccccc1.Fc1ccccc1.ClCCl.ClCCl.ClCCl.ClCCl

Last column: Mulliken charge in e.
Element x y z (Å)
C  -1.69466  -4.08904  1.71977  -0.336
Cl  -3.21463  -4.45746  0.90863  -0.152
Cl  -0.72476  -2.89735  0.81288  -0.095
H  -1.89009  -3.72373  2.72355  0.275
H  -1.07847  -4.97565  1.83519  0.305
C  -2.07621  3.40747  -0.96375  -0.137
Cl  -2.73474  2.55244  0.41052  -0.129
Cl  -2.82660  2.85817  -2.50933  -0.174
H  -2.21037  4.47543  -0.83373  0.350
H  -1.02166  3.19003  -1.07176  0.093
C  1.08330  0.06622  0.09800  -0.284
Cl  0.98142  0.84028  -1.47896  -0.143
Cl  2.44454  0.56398  1.11262  -0.153
H  0.16845  0.24673  0.65482  0.273
H  1.23105  -1.00293  -0.00938  0.305
C  0.34883  3.70723  2.24243  0.036
Cl  -0.57959  2.69409  3.35887  -0.122
Cl  2.04412  3.90004  2.76985  -0.162
H  0.40409  3.20939  1.28293  -0.121
H  -0.09089  4.69458  2.26274  0.357
F  0.75627  -0.82825  7.72208  -0.320
C  0.93778  -1.07717  6.40702  0.387
C  0.79053  -2.36228  5.92669  -0.465
C  0.96258  -2.61526  4.57522  -0.500
C  1.29076  -1.55320  3.74001  -0.231
C  1.41827  -0.26214  4.23597  0.021
C  1.26205  -0.00909  5.58570  -0.692
H  0.55782  -3.16489  6.61595  0.406
H  0.77799  -3.59023  4.14628  0.460
H  1.46267  -1.70413  2.68272  0.298
H  1.73774  0.56123  3.61105  0.202
H  1.32047  0.98598  6.00470  0.441
F  -0.48131  2.41009  -7.59827  -0.308
C  -0.27949  1.21667  -7.01960  0.508
C  -0.11034  0.08107  -7.79660  -0.671
C  0.01494  -1.12568  -7.11732  -0.110
C  0.02710  -1.22022  -5.73904  -0.816
C  -0.14766  -0.04469  -4.98816  0.010
C  -0.31228  1.16536  -5.62291  -0.489
H  -0.13498  0.17437  -8.87194  0.428
H  0.17334  -2.05176  -7.65992  0.320
H  0.08520  -2.14548  -5.18544  0.384
H  -0.26512  -0.18394  -3.92129  0.348
H  -0.40744  2.08371  -5.05876  0.404


2) DFT (wB97M-V/def2-TZVPD) results for a cluster of 6 separate species, C16H18Cl8F2 in total.

## Properties
SMILES: Fc1ccccc1.Fc1ccccc1.ClCCl.ClCCl.ClCCl.ClCCl

Last column: Mulliken charge in e.
Element x y z (Å)
F  -2.27072  -2.76228  -6.20492  -0.323
C  -2.12355  -1.98296  -5.10325  0.393
C  -1.02488  -1.16291  -5.00646  -0.427
C  -0.83151  -0.44180  -3.84245  -0.328
C  -1.73370  -0.55637  -2.78924  -0.657
C  -2.86525  -1.34777  -2.94982  -0.303
C  -3.06546  -2.06227  -4.11143  -0.409
H  -0.30752  -1.16690  -5.81960  0.402
H  0.09453  0.10836  -3.71951  0.348
H  -1.61101  0.12210  -1.95435  0.525
H  -3.61080  -1.38352  -2.16144  0.359
H  -3.92836  -2.70269  -4.23927  0.406
F  5.54955  3.53382  1.78132  -0.311
C  4.25549  3.69521  1.50267  0.330
C  3.63339  2.82128  0.64042  -0.436
C  2.25704  2.89562  0.49564  -0.274
C  1.54728  3.91460  1.11501  -0.650
C  2.21871  4.84964  1.88231  -0.358
C  3.56952  4.70625  2.12303  -0.353
H  4.16204  2.05396  0.08481  0.418
H  1.72810  2.22700  -0.16829  0.376
H  0.47931  3.96904  0.94490  0.482
H  1.66271  5.68492  2.28910  0.353
H  4.08884  5.37518  2.79908  0.407
C  1.58789  -5.71410  0.51535  -0.113
Cl  0.99260  -5.28689  2.10341  -0.134
Cl  3.22552  -5.08091  0.25650  -0.159
H  1.60170  -6.78986  0.47198  0.326
H  0.98614  -5.24187  -0.24300  0.082
C  -4.35939  2.21088  1.05905  -0.358
Cl  -3.18989  3.51036  0.89438  -0.139
Cl  -3.58004  0.66944  1.35047  -0.099
H  -5.03184  2.44704  1.87103  0.320
H  -4.91395  2.13894  0.13254  0.276
C  -0.10805  -1.71218  0.42292  0.457
Cl  1.20960  -0.60182  0.02585  -0.130
Cl  -0.36625  -2.93353  -0.82853  -0.182
H  0.14187  -2.20745  1.34739  0.005
H  -1.01626  -1.14366  0.53061  -0.144
C  0.24849  -0.83610  4.60262  -0.290
Cl  -1.43324  -1.14586  4.12569  -0.151
Cl  1.40009  -1.86297  3.77094  -0.119
H  0.43596  0.19259  4.33621  0.261
H  0.29530  -0.99959  5.66636  0.320


Decreasing stability: 2), 1)


1) DFT (wB97M-V/def2-TZVPD) results for an isolated molecule of C2H3NO2.

## Properties
<S²>: 2.025
2S+1: 3

Last column: Mulliken charge in e.
Element x y z (Å)
C  -0.37289  0.82481  -0.01308  -0.495
C  0.67404  -1.20441  -0.06802  0.075
N  -0.49443  -0.49380  -0.00153  0.418
O  -1.50084  -1.21576  0.04842  -0.424
O  1.91940  -0.70317  0.04967  -0.585
H  -1.18604  1.61066  0.10109  0.309
H  0.77278  1.08080  -0.05969  0.324
H  0.66700  -2.34238  -0.12049  0.378


2) DFT (wB97M-V/def2-TZVPD) results for an isolated molecule of C2H3NO2.

## Properties
<S²>: 2.008
2S+1: 3

Last column: Mulliken charge in e.
Element x y z (Å)
C  1.38353  0.12537  -0.63836  0.610
C  -0.05657  0.36145  -0.12729  -0.907
N  2.16109  -1.21447  -0.16903  0.057
O  1.99758  0.86330  -1.36534  -0.424
O  2.94871  -1.59038  -0.96831  -0.262
H  -0.04729  0.00745  0.82886  0.338
H  -0.13613  1.39651  -0.12163  0.294
H  -0.90058  -0.17430  -0.57223  0.294


3) DFT (wB97M-V/def2-TZVPD) results for a cluster of 2 separate species, C2H3NO2 in total.

## Properties
<S²>: 2.006
2S+1: 3

Last column: Mulliken charge in e.
Element x y z (Å)
C  -3.06100  0.21484  -0.45961  0.511
C  2.62005  -0.24907  0.20659  -0.361
N  -2.22062  0.45573  0.36037  -0.435
O  -4.02074  0.00592  -1.07290  -0.401
O  1.42279  -0.26369  0.18957  -0.206
H  3.24439  0.31517  0.94918  0.294
H  3.23077  -0.85599  -0.55542  0.264
H  -1.21565  0.37708  0.38222  0.334


Decreasing stability: 2), 3), 1)